The following is a quantum chemistry calculation of 2 unconnected molecules or ions with the total composition C10H16O in a non-equilibrium geometry, from OMol25.

Calculated values
SMILES = Cc1ccc(O)cc1.CCC
E_tot = -465.8141 a.u.
ΔE to the lowest compared entry with this formula, charge and spin = 52.5 kcal/mol
Kohn-Sham gap = 9.16 eV

The geometry in XYZ format:
```
27
Properties=species:S:1:pos:R:3:lowdin_charge:R:1
C 0.2299 1.6712 -2.2615 -0.29
C -0.0316 0.2066 -1.9090 -0.13
C -0.9959 2.5678 -1.7420 -0.11
H 1.0726 2.1992 -1.8456 0.08
H 0.2097 1.9064 -3.3554 0.10
H -0.9071 -0.1090 -2.4871 0.08
H -0.1227 0.1670 -0.8163 0.05
H -1.5501 1.7636 -1.1205 0.07
H -0.6443 3.3850 -1.0952 0.06
H 0.6505 -0.4997 -2.3562 0.06
H -1.8095 2.7907 -2.4249 0.05
C -2.0824 -0.8839 2.2687 -0.06
C 0.1717 -0.0151 1.9593 -0.05
C -0.7273 -1.0703 1.6128 -0.29
C 1.5137 -0.1232 1.6021 -0.02
C -0.2438 -2.1212 0.8373 -0.05
C 1.9652 -1.1116 0.7034 -0.34
C 1.0885 -2.1258 0.4123 -0.05
O 3.2201 -0.7698 0.2962 0.05
H -0.1023 0.8800 2.4781 0.10
H 2.1765 0.7276 1.7910 0.12
H -2.3446 0.1880 2.1762 0.08
H -1.9425 -1.0350 3.3541 0.09
H -1.0730 -2.6670 0.3840 0.12
H 1.5397 -2.9658 -0.1058 0.11
H 3.6250 -1.4394 -0.2723 0.11
H -2.8860 -1.5162 1.9162 0.07
```


The following is a quantum chemistry calculation of a molecular structure, C32H41Br30IN2O2 in a non-equilibrium geometry, from OMol25.

Calculated values
E_tot = -79021.7394 a.u.
Kohn-Sham gap = 8.39 eV

The geometry in XYZ format:
```
108
Properties=species:S:1:pos:R:3:lowdin_charge:R:1
C -0.3892 -4.2486 -0.5852 0.05
C 0.7615 -3.8788 -0.6117 -0.12
C 2.1900 -3.4623 -0.3244 -0.19
C 2.7755 -2.8148 -1.6375 -0.18
C 2.2049 -1.3534 -1.7662 -0.14
C 3.3222 -0.2263 -1.8009 -0.37
C 4.0241 -0.4743 -0.4063 -0.04
N 4.4953 -0.4665 -2.7217 0.10
C 4.5424 0.4967 -3.8160 -0.45
O 5.4507 0.7838 -4.5267 0.12
C 3.0652 1.0522 -3.7682 -0.71
N 2.3742 0.0227 -4.5132 -0.02
I 2.6172 2.7753 -5.0588 0.97
C 2.8250 1.2414 -2.1817 -0.30
C 1.3011 1.5273 -2.1111 -0.13
C 0.8605 3.0250 -1.9877 -0.21
O -0.3964 3.2013 -2.6576 -0.22
C -1.4964 2.8193 -1.8463 -0.29
C -2.0019 1.3492 -2.0607 -0.09
C 3.9193 2.2436 -1.7259 -0.09
C 3.6898 3.2737 -0.6123 -0.14
C 4.4353 4.4939 -0.7481 -0.04
C 4.3966 5.5366 0.1773 -0.09
C 3.5900 5.4548 1.3404 -0.09
C 2.8470 4.2663 1.5035 -0.23
C 2.8951 3.2005 0.5565 -0.22
C 2.0738 1.9584 0.8987 -0.05
H -1.3513 -4.7420 -0.7218 -0.11
H 2.1693 -2.7217 0.5019 0.10
H 2.7992 -4.3125 0.0311 0.12
H 3.8778 -2.8797 -1.6722 0.10
H 2.3651 -3.3837 -2.4997 0.11
H 1.6403 -1.1591 -0.8279 0.11
H 1.4703 -1.2519 -2.5827 0.10
H 4.8173 -1.2305 -0.5812 0.09
H 3.3692 -0.9082 0.3744 0.07
H 4.5319 0.4010 0.0394 0.09
H 4.4458 -1.3694 -3.1965 0.13
H 2.6170 -0.9371 -4.3268 0.08
H 1.4054 0.1918 -4.7403 0.06
H 0.8329 1.0048 -1.2440 0.11
H 0.7206 1.1382 -2.9719 0.09
H 1.5914 3.7307 -2.4339 0.09
H 0.7253 3.3481 -0.9377 0.10
H -1.3437 2.9728 -0.7576 0.11
H -2.3439 3.4877 -2.1303 0.03
H -1.3937 0.7501 -2.7612 0.07
H -2.0038 0.8301 -1.0762 0.06
H -3.0494 1.2958 -2.4338 0.03
H 4.1841 2.8526 -2.6246 0.08
H 4.8931 1.7561 -1.4924 0.14
H 5.1016 4.6227 -1.6200 0.12
H 5.0193 6.4334 0.0239 0.11
H 3.5678 6.2522 2.0939 0.11
H 2.2166 4.1772 2.4351 -0.01
H 0.9907 2.2238 0.8386 0.09
H 2.2339 1.6716 1.9629 0.06
H 2.2186 1.0632 0.2859 0.04
C 4.9663 3.8257 4.8539 -1.54
Br 4.9025 3.4081 6.7407 0.56
Br 6.5035 3.0330 3.9993 0.59
Br 3.3261 3.3564 3.9389 0.79
H 5.0752 4.9002 4.7730 -0.02
C -4.9066 -4.3126 -0.7017 -1.60
Br -3.6111 -5.7385 -0.5469 0.59
Br -4.0680 -2.5721 -0.6527 0.58
Br -6.0163 -4.5287 -2.2631 0.58
H -5.5580 -4.3738 0.1627 -0.15
C 1.2581 4.0893 7.9423 -1.65
Br 1.0071 4.3286 9.8415 0.56
Br -0.1091 2.9649 7.1732 0.56
Br 1.3990 5.7782 7.0181 0.55
H 2.2035 3.5763 7.8088 -0.10
C -6.0228 -1.4863 -4.5834 -1.63
Br -5.9200 0.3222 -3.9163 0.58
Br -7.7834 -2.2332 -4.3359 0.55
Br -5.4365 -1.6105 -6.4171 0.58
H -5.3393 -2.0830 -3.9891 -0.07
C -6.0655 1.6758 -0.2118 -1.63
Br -7.1133 0.6002 1.0017 0.57
Br -7.0703 3.1813 -0.8860 0.56
Br -4.3966 2.2329 0.5833 0.60
H -5.8213 1.0482 -1.0615 -0.09
C -3.4960 5.0599 -5.0362 -1.60
Br -4.4189 3.9811 -3.7242 0.59
Br -4.5764 6.5517 -5.6165 0.57
Br -1.7665 5.6272 -4.4043 0.63
H -3.3289 4.4320 -5.9024 -0.03
C -1.7094 -8.7668 -2.9469 -1.62
Br -1.1444 -6.9850 -2.4655 0.57
Br -1.7652 -9.9355 -1.4112 0.57
Br -3.3902 -8.7504 -3.8968 0.57
H -0.9645 -9.1657 -3.6239 -0.03
C -8.2690 -5.7612 1.6358 -1.58
Br -6.9683 -7.1806 1.7799 0.55
Br -7.4399 -4.0174 1.7015 0.61
Br -9.3786 -5.9646 0.0703 0.59
H -8.9193 -5.8349 2.4990 -0.03
C -5.7952 -5.4343 5.8287 -1.62
Br -7.5269 -6.2926 5.8277 0.56
Br -4.6679 -6.0970 7.2478 0.58
Br -4.9362 -5.5676 4.1075 0.54
H -5.9626 -4.3819 6.0206 -0.03
C 5.3630 -0.3617 8.8799 -1.63
Br 5.8181 -0.1467 7.0174 0.55
Br 3.8477 0.7312 9.3777 0.55
Br 5.0905 -2.2155 9.3429 0.57
H 6.2097 -0.0113 9.4567 -0.03
```


The following is a quantum chemistry calculation of 2 unconnected molecules or ions with the total composition C5H7N in a non-equilibrium geometry, from OMol25.

Calculated values
E_tot = -249.2008 a.u.
ΔE to the lowest compared entry with this formula, charge and spin = 171.0 kcal/mol
Kohn-Sham gap (alpha / beta) = 7.87 / 8.36 eV

The geometry in XYZ format:
```
13
Properties=species:S:1:pos:R:3:lowdin_charge:R:1
C 1.7668 -0.4894 0.7845 -0.01
C 1.9101 -0.5968 -0.5423 0.03
C -0.5212 2.0991 -0.4030 -0.03
C 0.6096 0.0547 0.0010 -0.27
C -1.6044 -1.2875 0.1397 0.07
N 0.3822 1.3718 0.0870 -0.03
H 2.1612 -0.8468 1.7743 0.11
H 2.3779 -1.1208 -1.3690 0.08
H -0.4699 3.1145 0.0291 0.07
H -1.3684 1.8779 -1.0506 0.07
H -1.1664 -2.1765 -0.1722 -0.04
H -2.4080 -0.7881 -0.4452 0.00
H -1.6697 -1.2121 1.1668 -0.05
```


The following is a quantum chemistry calculation of 2 unconnected molecules or ions with the total composition C4H11N3S in a non-equilibrium geometry, from OMol25.

Calculated values
E_tot = -721.2154 a.u.
ΔE to the lowest compared entry with this formula, charge and spin = 158.9 kcal/mol
Kohn-Sham gap = 9.08 eV

The geometry in XYZ format:
```
19
Properties=species:S:1:pos:R:3:lowdin_charge:R:1
C 1.5111 -1.9494 0.5598 -0.07
C -0.4178 -0.3657 -0.3858 -0.55
C -2.1095 0.6838 -1.3338 -0.21
C 0.8848 1.0439 1.4285 -0.13
H 2.0640 -2.5419 -0.2632 0.10
H 1.4372 -2.6558 1.3399 0.04
H 2.2067 -1.1747 0.9347 0.05
H -0.8496 -2.1369 0.6175 0.17
H -3.0312 0.1503 -1.9988 0.10
H -2.5077 1.1377 -0.1582 0.13
H -1.5431 1.9877 -1.9855 0.11
H 0.6985 2.1778 1.2869 0.10
H 1.8934 0.5810 1.5866 0.07
H 0.1345 0.6256 2.1560 0.10
H -0.3406 2.1516 -1.7763 -0.15
N 0.0319 -1.5166 0.3558 -0.03
N -1.3339 -0.6205 -1.2542 0.01
N 0.3403 0.7934 0.0922 -0.58
S 0.9309 1.6288 -1.2021 0.75
```


The following is a quantum chemistry calculation of a molecular structure, C2H4NO3P in a non-equilibrium geometry, from OMol25.

Calculated values
E_tot = -700.4153 a.u.
ΔE to the lowest compared entry with this formula, charge and spin = 54.9 kcal/mol
Kohn-Sham gap = 9.65 eV

The geometry in XYZ format:
```
11
Properties=species:S:1:pos:R:3:lowdin_charge:R:1
C 1.2140 -1.1841 -0.0187 -0.56
C -0.2375 -1.3404 0.4904 -0.05
N -0.8035 -0.2687 0.7195 0.07
O 1.8136 -2.1386 -0.3846 0.14
O 1.0344 1.9512 1.4394 -0.43
O 1.4658 0.0850 -0.0900 -0.20
P 0.5072 1.4970 0.1713 0.83
H -1.6038 1.6359 -2.0018 0.01
H -0.5549 -2.3216 0.5561 0.11
H -1.7092 -0.0504 1.1131 0.11
H -1.1261 2.1347 -1.9946 -0.02
```


The following is a quantum chemistry calculation of C5H8N2O4 in the gas phase in a non-equilibrium geometry, from OMol25.

Calculated values
E_tot = -605.4465 a.u.
ΔE to the lowest compared entry with this formula, charge and spin = 233.7 kcal/mol
Kohn-Sham gap (alpha / beta) = 9.61 / 6.98 eV

The geometry in XYZ format:
```
19
Properties=species:S:1:pos:R:3:lowdin_charge:R:1
C -0.7606 -0.0780 -1.1764 -0.06
C 0.5133 0.8282 0.9250 -0.08
C 0.3398 -1.1574 -1.3154 -0.17
C 0.3860 -0.5759 1.6861 -0.14
C -0.3651 1.0526 -0.2427 -0.14
N 1.1769 -2.6762 0.4649 0.10
N -1.0457 2.2113 -0.3281 -0.39
O -1.7858 2.4497 -1.2822 0.06
O -0.7900 3.0689 0.5178 0.05
O 0.3453 -2.3564 -0.5576 -0.13
O 1.3802 -1.6027 1.4041 -0.16
H -1.0568 0.4116 -2.1437 0.14
H -1.6798 -0.6486 -0.9758 0.14
H 0.1860 1.6150 1.6581 0.13
H 1.5331 0.9982 0.3748 0.18
H 0.2688 -1.5190 -2.2683 0.10
H 1.3081 -0.7847 -1.2582 0.11
H 0.6242 -0.2514 2.8024 0.16
H -0.5779 -0.9852 1.7150 0.10
```


The following is a quantum chemistry calculation of a molecular structure, C46H40ClMgN5O11P2SSe2 in a non-equilibrium geometry, from OMol25.

Calculated values
total charge = -2
E_tot = -9422.7490 a.u.
ΔE to the lowest compared entry with this formula, charge and spin = 33.0 kcal/mol
Kohn-Sham gap = 6.45 eV

The geometry in XYZ format:
```
109
Properties=species:S:1:pos:R:3:lowdin_charge:R:1
Mg -0.7902 -0.2206 -2.3699 0.44
C -1.0557 1.7423 1.4980 0.03
C -1.7754 2.1741 0.2811 -0.33
N -1.8108 1.5423 -0.8632 0.16
C -2.5202 2.3189 -1.7187 -0.17
C -2.9518 3.4582 -1.0708 -0.09
N -2.4601 3.3428 0.2069 0.19
C -3.7972 4.6005 -1.4771 -0.52
O -4.2744 4.5693 -2.6921 0.09
O -4.0396 5.4923 -0.6830 0.06
C -2.6245 1.8971 -3.1398 -0.59
O -3.3584 2.5743 -3.9045 0.04
O -1.9770 0.8958 -3.4505 -0.09
H -0.6431 0.7524 1.3316 0.06
H -1.7231 1.7017 2.3584 0.08
H -0.2418 2.4372 1.7109 0.09
H -2.5878 4.0478 0.9175 0.17
H -3.9179 3.7340 -3.2629 0.07
Se 2.5877 -2.8599 3.8913 0.35
P 2.9222 -1.3653 2.4191 0.58
C 4.4820 -1.8402 1.6162 -0.35
C 4.4253 -3.0093 0.8674 -0.09
C 5.5766 -3.5345 0.3151 -0.08
C 6.7917 -2.9001 0.5231 -0.10
C 6.8526 -1.7515 1.2927 -0.09
C 5.6998 -1.2149 1.8417 -0.07
C 3.2959 0.2388 3.2267 -0.34
C 2.8547 1.4670 2.7523 -0.07
C 3.1870 2.6254 3.4347 -0.08
C 3.9644 2.5713 4.5795 -0.10
C 4.4193 1.3476 5.0459 -0.09
C 4.0794 0.1877 4.3762 -0.14
C 1.7834 -1.0453 1.0758 -0.41
C 0.5294 -1.3898 0.5342 -0.38
N 0.3837 -0.6189 -0.5569 -0.02
N 1.4517 0.1279 -0.6830 -0.01
N 2.3051 -0.1001 0.2634 0.01
P -0.7858 -2.4645 1.1350 0.56
Se -2.2653 -3.1332 -0.1472 0.63
C 0.0664 -3.9089 1.8103 -0.41
C -0.3980 -4.4875 2.9825 -0.13
C 0.0145 -5.7566 3.3318 -0.10
C 0.8794 -6.4573 2.5089 -0.10
C 1.3416 -5.8822 1.3367 -0.09
C 0.9280 -4.6146 0.9769 -0.12
C -1.4145 -1.5112 2.5804 -0.34
C -2.7851 -1.3000 2.6160 -0.12
C -3.3525 -0.5462 3.6242 -0.09
C -2.5447 0.0075 4.6045 -0.11
C -1.1733 -0.1945 4.5693 -0.09
C -0.6062 -0.9488 3.5585 -0.10
H 3.4734 -3.5109 0.7487 0.09
H 5.5340 -4.4419 -0.2687 0.10
H 7.6930 -3.3068 0.0847 0.09
H 7.8084 -1.2767 1.4710 0.10
H 5.7503 -0.3208 2.4473 0.10
H 2.2863 1.5169 1.8358 0.08
H 2.8480 3.5829 3.0649 0.10
H 4.2236 3.4825 5.1019 0.09
H 5.0401 1.3043 5.9307 0.10
H 4.4140 -0.7761 4.7384 0.07
H -1.0595 -3.9155 3.6191 0.11
H -0.3424 -6.2027 4.2484 0.10
H 1.1936 -7.4563 2.7797 0.09
H 2.0227 -6.4302 0.7004 0.10
H 1.2576 -4.1554 0.0525 0.11
H -3.3919 -1.7507 1.8408 0.04
H -4.4230 -0.3904 3.6408 0.10
H -2.9893 0.5902 5.4008 0.09
H -0.5373 0.2434 5.3271 0.10
H 0.4629 -1.1200 3.5498 0.02
O 2.3843 0.3661 -4.7716 0.02
C 1.6025 0.6812 -3.8818 -0.60
O 0.7042 -0.0472 -3.3844 -0.12
C 1.7190 2.0864 -3.2831 -0.10
C 0.8573 2.4618 -2.2684 -0.04
C 0.9473 3.6983 -1.6434 0.03
C 1.9347 4.5429 -2.0875 -0.20
O 2.2592 5.8144 -1.6376 0.01
C 3.3407 6.2293 -2.4339 -0.20
O 3.6799 5.2262 -3.3559 0.01
C 2.7931 4.1822 -3.1203 -0.19
C 2.7116 2.9574 -3.7374 0.07
H 0.1181 1.7439 -1.9613 0.05
H 0.2865 3.9914 -0.8416 0.11
H 4.2120 6.4507 -1.7891 0.13
H 3.0676 7.1546 -2.9748 0.13
H 3.3737 2.6559 -4.5307 0.12
Cl -1.2558 -1.0060 -5.4172 0.69
C -1.9477 -2.5435 -4.8996 -0.47
C -1.6972 -2.8459 -3.3957 -0.74
O -1.8320 -4.0159 -3.0747 -0.03
O -1.4187 -1.8744 -2.6501 -0.23
H -1.5060 -3.3420 -5.4937 0.07
H -3.0258 -2.5130 -5.0630 0.06
O -4.5018 -1.9150 -1.5491 -0.59
S -3.9645 -0.6435 -2.0446 0.93
C -4.8604 -0.4299 -3.6521 -0.26
C -6.2353 0.1714 -3.3739 -0.22
C -6.4638 0.1594 -1.8620 -0.26
C -5.1390 0.5685 -1.2673 -0.28
H -4.9136 -1.4349 -4.0615 0.09
H -4.2658 0.1990 -4.3057 0.07
H -7.0137 -0.3909 -3.8930 0.10
H -6.2601 1.2032 -3.7305 0.11
H -6.6871 -0.8539 -1.5265 0.10
H -7.2891 0.8147 -1.5697 0.11
H -5.0710 0.4596 -0.1876 0.09
H -4.8583 1.5702 -1.5727 0.07
```


The following is a quantum chemistry calculation of 2 unconnected molecules or ions with the total composition C2H8N3 in a non-equilibrium geometry, from OMol25.

Calculated values
total charge = +1
E_tot = -244.9233 a.u.
ΔE to the lowest compared entry with this formula, charge and spin = 90.6 kcal/mol
Kohn-Sham gap = 10.20 eV

The geometry in XYZ format:
```
13
Properties=species:S:1:pos:R:3:lowdin_charge:R:1
C -1.4766 -0.4388 -0.0460 -0.23
C 1.5631 0.4533 -0.2754 -0.04
N -1.9808 0.7410 -0.0483 0.21
N -0.3439 -0.8463 0.3329 -0.04
N 0.5126 0.1054 0.6830 -0.11
H -2.0231 -1.2459 -0.4657 0.15
H 2.0003 -0.5192 -0.6416 0.10
H 1.1282 0.9039 -1.1625 0.08
H 2.3201 1.1051 0.1040 0.09
H -3.0110 0.6518 -0.1663 0.16
H 0.0924 -2.0314 -0.2859 0.35
H -1.6126 1.6792 0.1153 0.16
H 0.6962 -0.0207 1.6387 0.13
```